# 1
{"formula": "C5H8S", "method": "ωB97M-V/def2-TZVPD", "smiles": "C=C(C)/C=C/S", "lumo_ev": 0.9, "species": ["C", "C", "C", "C", "C", "S", "H", "H", "H", "H", "H", "H", "H", "H"], "coordinates": [[1.522, 1.244, -0.013], [0.736, 0.161, 0.096], [1.196, -1.262, -0.099], [-0.706, 0.403, 0.132], [-1.680, -0.434, 0.041], [-3.351, 0.118, -0.046], [2.585, 1.245, -0.165], [1.159, 2.221, 0.184], [0.752, -1.769, 0.775], [2.336, -1.556, 0.036], [1.082, -1.780, -1.008], [-0.671, 1.448, 0.004], [-1.661, -1.541, 0.219], [-3.297, 1.503, -0.157]], "forces_ev_per_a": [[0.32, -0.93, 0.56], [1.31, -0.54, -1.54], [2.94, -0.63, 2.82], [3.60, 0.67, -0.18], [-2.55, -1.30, 0.76], [-0.96, 0.40, -0.21], [0.32, -0.53, -0.06], [-0.67, 0.79, -0.04], [-0.13, -0.55, -0.69], [-1.82, 1.55, 0.14], [-1.38, -0.23, -1.27], [-1.89, 1.31, 0.07], [0.33, 1.20, -0.49], [0.58, -1.21, 0.12]], "nbo_charge": [-0.38, 0.00, -0.66, -0.26, -0.33, 0.00, 0.20, 0.18, 0.22, 0.22, 0.23, 0.21, 0.24, 0.14]}

---

# 2
{"formula": "CHO5P", "method": "ωB97M-V/def2-TZVPD", "smiles": "O=COP(=O)([O-])[O-]", "lumo_ev": 6.7, "charge": -2, "species": ["O", "C", "O", "P", "O", "O", "O", "H"], "coordinates": [[-1.643, 1.662, 1.018], [-1.027, 0.664, 1.418], [-0.511, -0.333, 0.410], [0.802, -1.824, 0.834], [0.078, -3.053, 0.515], [0.995, -1.424, 2.296], [1.928, -1.371, -0.078], [-0.865, 0.361, 2.430]], "forces_ev_per_a": [[0.92, -1.29, 1.28], [0.90, -2.78, -6.39], [-1.71, 3.15, 3.78], [1.66, 4.02, 1.33], [-1.34, -1.78, -0.56], [-0.24, -0.64, -0.27], [-0.57, -0.49, 0.02], [0.37, -0.19, 0.81]], "nbo_charge": [-0.70, 0.65, -0.86, 2.51, -1.22, -1.26, -1.23, 0.12]}

---

# 3
{"formula": "C25H27N2O3", "method": "ωB97M-V/def2-TZVPD", "lumo_ev": -5.8, "charge": 1, "species": ["C", "O", "C", "C", "C", "C", "C", "C", "C", "C", "C", "C", "C", "C", "C", "C", "C", "C", "C", "C", "C", "H", "H", "H", "H", "H", "H", "H", "H", "H", "H", "H", "H", "H", "H", "H", "C", "C", "C", "C", "O", "C", "N", "N", "O", "H", "H", "H", "H", "H", "H", "H", "H", "H", "H", "H", "H"], "coordinates": [[1.825, 6.245, -3.720], [1.088, 5.051, -4.057], [1.078, 4.033, -3.159], [0.470, 2.820, -3.570], [0.572, 1.697, -2.778], [1.261, 1.731, -1.537], [1.494, 0.531, -0.773], [1.740, 0.491, 0.656], [2.244, -0.808, 0.995], [2.697, -1.085, 2.275], [2.607, -0.086, 3.253], [2.052, 1.171, 2.948], [1.605, 1.457, 1.653], [2.259, -1.609, -0.217], [1.783, -0.792, -1.301], [1.793, -1.303, -2.598], [2.230, -2.616, -2.811], [2.705, -3.401, -1.746], [2.725, -2.892, -0.443], [1.781, 2.974, -1.106], [1.679, 4.116, -1.878], [1.727, 6.882, -4.598], [1.384, 6.739, -2.845], [2.882, 6.014, -3.531], [-0.030, 2.800, -4.538], [0.108, 0.774, -3.119], [3.108, -2.069, 2.485], [2.964, -0.283, 4.263], [1.974, 1.935, 3.724], [1.157, 2.417, 1.414], [1.488, -0.672, -3.426], [2.208, -3.029, -3.821], [3.053, -4.415, -1.940], [3.096, -3.471, 0.398], [2.310, 3.025, -0.161], [2.091, 5.055, -1.505], [-4.953, -1.936, 2.682], [-3.568, -2.519, 2.477], [-2.556, -1.893, 3.419], [-3.579, -4.031, 2.660], [-3.122, -2.349, 1.058], [-2.889, -1.076, 0.658], [-2.142, -1.112, -0.509], [-1.943, 0.133, -1.128], [-3.230, -0.059, 1.242], [-5.689, -2.429, 2.034], [-5.266, -2.105, 3.719], [-4.954, -0.856, 2.509], [-1.565, -2.341, 3.267], [-2.510, -0.809, 3.283], [-2.853, -2.077, 4.454], [-2.566, -4.426, 2.495], [-3.876, -4.296, 3.684], [-4.293, -4.498, 1.966], [-2.362, -1.850, -1.163], [-2.346, 0.820, -0.484], [-0.943, 0.286, -1.206]], "forces_ev_per_a": [[-0.16, -0.04, 0.00], [0.01, -0.97, 1.08], [0.30, 0.62, -0.28], [0.15, 0.05, 0.09], [0.11, 0.25, -0.53], [-0.11, -0.63, 0.20], [0.39, 1.02, -0.36], [0.47, -0.83, 0.67], [-0.04, 1.21, 0.91], [-0.29, -0.15, -0.74], [-0.32, 0.71, -0.13], [0.16, -0.37, 0.12], [-0.01, -0.02, -0.06], [-0.08, -0.33, -1.49], [0.14, -1.01, 0.54], [0.04, 0.09, 0.14], [0.15, -0.28, 0.24], [-0.41, 0.40, -0.58], [-0.21, 0.57, 0.36], [-0.22, 0.30, 0.06], [-0.02, -0.16, -0.18], [0.06, -0.05, 0.19], [0.07, -0.09, -0.24], [-0.26, 0.00, -0.08], [0.08, -0.03, 0.30], [0.03, 0.29, 0.12], [-0.03, 0.22, 0.18], [-0.10, 0.05, -0.24], [0.01, -0.32, -0.26], [0.03, -0.15, 0.25], [0.10, -0.30, -0.01], [0.06, 0.14, 0.33], [-0.07, 0.26, 0.03], [0.02, -0.08, -0.24], [0.01, 0.04, -0.24], [-0.06, -0.37, -0.21], [-0.31, 0.18, 0.00], [-0.11, -0.33, -0.08], [0.28, 0.22, 0.07], [0.08, -0.18, -0.12], [-0.18, 0.90, 0.62], [-0.09, -0.65, 0.40], [-0.15, 0.08, 0.46], [-0.15, 0.38, -0.35], [0.68, -0.61, -0.88], [0.18, 0.16, 0.05], [0.10, -0.06, -0.14], [-0.09, -0.30, -0.02], [-0.14, 0.14, 0.01], [0.09, -0.21, 0.03], [-0.02, -0.10, -0.13], [-0.36, 0.00, -0.06], [0.03, 0.19, -0.24], [0.32, 0.09, 0.17], [-0.12, -0.06, 0.22], [0.15, -0.01, -0.28], [-0.17, 0.10, 0.35]], "nbo_charge": [-0.26, -0.45, 0.41, -0.26, -0.11, -0.21, 0.27, -0.09, -0.01, -0.18, -0.12, -0.22, -0.12, 0.00, -0.08, -0.13, -0.22, -0.12, -0.18, -0.03, -0.34, 0.22, 0.19, 0.19, 0.25, 0.23, 0.23, 0.24, 0.24, 0.23, 0.23, 0.24, 0.24, 0.23, 0.22, 0.25, -0.65, 0.28, -0.65, -0.62, -0.53, 0.88, -0.49, -0.65, -0.66, 0.22, 0.22, 0.25, 0.21, 0.24, 0.23, 0.21, 0.22, 0.22, 0.40, 0.39, 0.33]}

---

# 4
{"formula": "C2H2N2O", "method": "ωB97M-V/def2-TZVPD", "lumo_ev": 0.1, "species": ["C", "C", "N", "N", "O", "H", "H"], "coordinates": [[-1.686, 0.411, 0.200], [-0.330, -0.051, 0.053], [-2.325, -0.908, 0.238], [-1.393, -1.435, -0.258], [-2.185, 1.391, -0.202], [0.286, 0.356, -0.746], [0.389, -0.338, 0.909]], "forces_ev_per_a": [[-0.59, 0.69, 0.30], [2.59, -2.89, 0.50], [-3.39, 0.83, 1.63], [4.33, -0.86, -1.05], [-0.89, 1.62, -0.15], [-0.28, 0.26, -0.15], [-1.77, 0.36, -1.07]], "nbo_charge": [0.57, -0.41, -0.16, 0.01, -0.48, 0.22, 0.24]}

---

# 5
{"formula": "C3HNO3", "method": "ωB97M-V/def2-TZVPD", "smiles": "N#CC(=O)C(=O)O", "lumo_ev": -2.2, "species": ["N", "C", "C", "O", "C", "O", "O", "H"], "coordinates": [[2.941, -0.461, -0.018], [1.829, -0.085, -0.005], [0.567, 0.456, -0.069], [0.394, 1.685, -0.108], [-0.672, -0.341, -0.069], [-0.714, -1.568, -0.123], [-1.835, 0.465, -0.032], [-2.511, -0.150, 0.424]], "forces_ev_per_a": [[-2.97, 0.92, 0.13], [5.69, -2.42, -0.13], [-3.05, 5.23, -0.14], [1.10, -2.21, 0.02], [-3.33, -2.79, -0.31], [0.36, 2.76, 0.35], [0.99, -2.74, 1.41], [1.21, 1.25, -1.34]], "nbo_charge": [-0.16, 0.17, 0.31, -0.36, 0.69, -0.50, -0.66, 0.51]}

---

# 6
{"formula": "C32H96O16", "method": "ωB97M-V/def2-TZVPD", "spin_multiplicity": 2, "lumo_ev": [1.9, 1.9], "charge": -1, "species": ["C", "C", "O", "H", "H", "H", "H", "H", "H", "C", "C", "O", "H", "H", "H", "H", "H", "H", "C", "C", "O", "H", "H", "H", "H", "H", "H", "C", "C", "O", "H", "H", "H", "H", "H", "H", "C", "C", "O", "H", "H", "H", "H", "H", "H", "C", "C", "O", "H", "H", "H", "H", "H", "H", "C", "C", "O", "H", "H", "H", "H", "H", "H", "C", "C", "O", "H", "H", "H", "H", "H", "H", "C", "C", "O", "H", "H", "H", "H", "H", "H", "C", "C", "O", "H", "H", "H", "H", "H", "H", "C", "C", "O", "H", "H", "H", "H", "H", "H", "C", "C", "O", "H", "H", "H", "H", "H", "H", "C", "C", "O", "H", "H", "H", "H", "H", "H", "C", "C", "O", "H", "H", "H", "H", "H", "H", "C", "C", "O", "H", "H", "H", "H", "H", "H", "C", "C", "O", "H", "H", "H", "H", "H", "H"], "coordinates": [[0.070, 0.269, 0.135], [-1.115, -0.607, 0.419], [-1.777, -0.098, 1.572], [0.516, -0.004, -0.822], [0.867, -0.039, 0.813], [-0.133, 1.331, 0.276], [-0.853, -1.641, 0.641], [-1.874, -0.621, -0.364], [-2.566, -0.618, 1.745], [0.065, 3.453, -4.426], [0.167, 2.100, -3.821], [-0.338, 2.101, -2.511], [0.600, 3.469, -5.375], [0.545, 4.208, -3.804], [-0.948, 3.850, -4.500], [1.156, 1.643, -3.832], [-0.346, 1.279, -4.321], [-1.236, 1.778, -2.612], [3.712, -4.382, -0.102], [2.529, -3.997, -0.947], [2.303, -2.653, -0.854], [3.885, -5.442, -0.287], [3.496, -4.356, 0.966], [4.657, -3.863, -0.259], [1.685, -4.606, -0.624], [2.762, -4.248, -1.982], [1.620, -2.408, -1.483], [2.495, -1.242, 3.919], [3.639, -0.751, 4.763], [3.861, 0.645, 4.460], [1.581, -0.682, 4.114], [2.248, -2.282, 4.135], [2.706, -1.205, 2.850], [4.594, -1.179, 4.458], [3.445, -0.905, 5.825], [4.342, 1.015, 5.204], [-3.756, 2.104, 3.235], [-2.482, 2.893, 2.925], [-1.452, 2.011, 3.210], [-3.782, 1.447, 4.105], [-4.023, 1.397, 2.450], [-4.599, 2.776, 3.395], [-2.328, 3.834, 3.453], [-2.443, 3.265, 1.901], [-1.558, 1.324, 2.548], [5.676, -0.493, 1.190], [4.644, 0.553, 0.860], [4.687, 1.487, 1.893], [6.675, -0.058, 1.173], [5.690, -1.327, 0.489], [5.421, -0.928, 2.157], [3.667, 0.070, 0.836], [4.867, 1.052, -0.083], [4.175, 1.046, 2.575], [-2.880, -2.878, 3.695], [-3.957, -1.798, 3.659], [-4.099, -1.359, 2.361], [-1.932, -2.363, 3.538], [-3.044, -3.526, 2.834], [-2.790, -3.406, 4.645], [-3.769, -0.974, 4.347], [-4.970, -2.031, 3.986], [-5.003, -1.078, 2.203], [0.475, -3.945, 2.279], [-0.373, -5.161, 2.034], [-0.360, -5.944, 3.218], [-0.029, -3.353, 3.044], [0.561, -3.364, 1.361], [1.488, -4.095, 2.653], [-0.019, -5.739, 1.181], [-1.425, -4.916, 1.890], [-0.169, -6.858, 2.998], [3.031, 4.190, 2.584], [1.905, 3.206, 2.378], [0.892, 3.455, 3.281], [3.882, 3.793, 2.030], [3.398, 4.146, 3.610], [2.873, 5.208, 2.228], [2.163, 2.158, 2.530], [1.518, 3.355, 1.370], [0.167, 2.882, 3.021], [-0.698, 5.146, 0.551], [-1.618, 5.917, -0.406], [-1.438, 7.324, -0.168], [-1.097, 5.242, 1.560], [0.354, 5.407, 0.671], [-0.722, 4.108, 0.218], [-2.664, 5.631, -0.301], [-1.311, 5.744, -1.438], [-1.839, 7.761, -0.923], [-2.123, -4.273, -0.741], [-1.679, -5.436, -1.572], [-0.922, -4.934, -2.701], [-1.272, -3.763, -0.290], [-2.820, -4.483, 0.070], [-2.508, -3.481, -1.384], [-2.439, -6.123, -1.946], [-1.055, -6.166, -1.057], [-0.445, -5.689, -3.054], [-3.369, 2.586, -0.928], [-3.679, 2.653, -2.397], [-3.455, 1.400, -2.968], [-3.850, 1.699, -0.516], [-3.644, 3.478, -0.366], [-2.314, 2.379, -0.747], [-3.039, 3.381, -2.894], [-4.681, 3.005, -2.642], [-3.456, 1.443, -3.927], [-5.289, -1.008, -0.646], [-6.498, -0.469, -1.428], [-7.692, -0.533, -0.649], [-4.975, -0.328, 0.145], [-4.414, -1.095, -1.292], [-5.464, -1.970, -0.164], [-6.664, -1.073, -2.321], [-6.293, 0.545, -1.772], [-8.441, -0.177, -1.133], [3.652, -0.225, -2.769], [4.380, -1.523, -3.090], [4.989, -1.407, -4.366], [4.410, 0.542, -2.613], [3.139, -0.269, -1.808], [2.944, 0.020, -3.561], [3.642, -2.324, -3.130], [5.106, -1.682, -2.292], [5.287, -2.274, -4.649], [3.585, 3.454, -2.551], [2.848, 3.110, -1.293], [1.614, 3.897, -1.199], [4.448, 2.796, -2.653], [3.924, 4.487, -2.464], [2.892, 3.375, -3.388], [3.440, 3.340, -0.407], [2.673, 2.037, -1.222], [0.874, 3.379, -1.525], [-0.496, -1.626, -4.449], [-0.847, -1.469, -2.961], [-0.026, -2.382, -2.226], [-1.125, -1.064, -5.139], [-0.579, -2.646, -4.823], [0.546, -1.347, -4.605], [-1.902, -1.693, -2.807], [-0.529, -0.453, -2.727], [-0.351, -3.274, -2.368]], "forces_ev_per_a": [[0.81, -1.03, 0.18], [-0.86, -0.04, 0.28], [0.33, 0.55, 0.38], [-0.32, 0.50, -0.30], [0.03, 0.31, 0.46], [-0.03, -0.05, -0.35], [0.39, -0.06, -0.34], [0.22, 0.04, -0.55], [-0.49, -0.19, 0.11], [0.54, 0.82, -0.39], [0.03, -1.39, -0.17], [-0.14, 0.07, 0.83], [-0.32, 0.14, -0.27], [0.37, -0.21, 0.26], [-0.23, -0.46, -0.39], [0.59, 0.75, 0.31], [-0.55, 0.39, -0.80], [-0.39, -0.07, 0.54], [0.22, -1.04, 0.66], [0.98, -0.85, -0.25], [0.08, 1.75, 0.75], [0.23, -0.16, -0.12], [-0.16, 0.37, 0.11], [-0.22, 0.28, -0.35], [-0.36, -0.12, -0.08], [-0.14, -0.36, -0.28], [-0.62, 0.14, -0.20], [-0.39, -0.36, -0.05], [0.53, 0.63, -0.83], [-0.67, -0.07, 0.54], [0.08, 0.22, 0.00], [0.19, -0.10, 0.12], [0.11, 0.17, -0.04], [-0.12, -0.91, 0.33], [0.05, 0.03, 0.04], [0.09, 0.26, -0.14], [-1.37, 0.73, -0.16], [-0.84, -0.18, 0.43], [1.51, 0.36, 0.09], [0.90, 0.41, 0.42], [0.13, 0.29, -0.48], [-0.28, 0.08, -0.27], [-0.24, -0.26, 0.79], [-0.26, -0.44, -0.51], [0.34, -1.02, -0.31], [0.26, -0.78, -0.64], [0.52, -0.61, -0.25], [-0.38, 0.75, 0.06], [-0.01, 0.02, 0.36], [-0.13, -0.06, -0.23], [0.30, 0.09, 0.19], [-0.29, 0.07, -0.46], [-0.17, -0.02, -0.10], [0.09, 0.54, 0.93], [-0.24, 0.81, -0.12], [-0.78, -0.28, 1.94], [0.15, 0.68, -1.95], [0.11, -0.05, -0.08], [0.02, -0.33, 0.30], [-0.27, -0.11, -0.15], [0.83, 0.31, -0.01], [0.01, -1.22, 0.29], [0.06, 0.06, -0.11], [-0.33, 0.80, -0.12], [0.23, -0.44, 0.43], [0.18, -0.61, 0.56], [0.05, 0.27, -0.05], [-0.01, 0.25, -0.03], [-0.05, -0.63, -0.16], [-0.02, -0.02, -0.12], [0.13, 0.37, -0.47], [-0.03, -0.02, -0.03], [1.19, -1.04, -0.16], [0.14, 0.45, -0.53], [-0.96, 0.89, 1.00], [0.11, 0.10, -0.26], [-0.32, 0.37, 0.24], [-0.45, -0.07, 0.26], [0.84, -0.05, -0.38], [0.12, -0.27, -0.44], [-0.68, -0.22, 0.45], [-0.96, -0.14, 0.21], [1.77, 0.57, 0.14], [-0.42, -0.16, 0.00], [-0.17, -0.30, 0.07], [-0.14, 0.47, -0.82], [0.01, -0.21, 0.34], [-0.07, -0.11, 0.22], [-0.04, -0.36, -0.19], [0.00, 0.28, 0.07], [0.27, 0.81, 0.05], [0.57, -0.93, -0.70], [-0.74, 0.48, 0.92], [0.29, -0.29, 0.15], [-0.19, -0.27, -0.23], [-0.56, -0.16, -0.09], [-0.74, 0.58, -0.12], [0.39, 0.32, 0.61], [0.52, -0.47, -0.51], [0.06, -0.67, 0.30], [0.11, 1.37, -0.47], [0.48, -1.37, -0.05], [-0.40, 0.14, 0.21], [-0.12, -0.06, -0.14], [0.20, 0.26, -0.18], [0.34, 0.31, 0.09], [-0.42, -0.11, 0.44], [-0.11, 0.12, -0.11], [-0.33, 0.38, 0.09], [0.19, -0.54, -0.12], [0.30, 0.03, 0.67], [-0.19, 0.24, 0.04], [-0.12, -0.08, -0.22], [-0.20, -0.09, -0.26], [0.24, -0.14, -0.17], [0.03, 0.20, 0.11], [0.16, 0.04, -0.19], [0.53, -0.11, 0.20], [-0.98, 0.28, 0.18], [0.33, 0.32, -0.19], [-0.11, 0.32, -0.49], [-0.18, -0.42, -0.06], [0.10, 0.22, 0.01], [0.13, -0.24, 0.29], [0.16, -0.39, -0.02], [-0.02, -0.05, 0.05], [0.04, 0.29, 0.22], [-1.04, 0.39, 0.55], [1.24, -0.42, 0.16], [0.00, 0.06, -0.30], [0.07, 0.04, -0.26], [0.28, -0.12, -0.21], [-0.01, 0.23, 0.05], [-0.47, -0.09, -0.12], [-0.15, -0.40, -0.11], [-0.04, -0.36, -0.37], [1.08, -0.85, -1.48], [-0.11, 1.49, 0.36], [-0.11, 0.46, 0.18], [-0.07, -0.25, 0.41], [0.05, 0.17, -0.01], [-0.08, 0.38, 0.29], [-0.50, -0.08, 0.69], [-0.17, -0.92, -0.35]], "lowdin_spin": [0.00, 0.00, 0.00, 0.00, 0.00, 0.00, 0.00, 0.00, 0.00, 0.01, 0.00, 0.00, 0.00, 0.00, 0.00, 0.00, 0.00, 0.00, 0.02, 0.03, 0.01, 0.01, 0.00, 0.00, 0.01, 0.02, 0.00, 0.00, 0.00, 0.00, 0.00, 0.00, 0.00, 0.00, 0.00, 0.00, 0.00, 0.00, 0.00, 0.00, 0.00, 0.00, 0.00, 0.00, 0.00, 0.00, 0.00, 0.00, 0.00, 0.00, 0.00, 0.00, 0.00, 0.00, 0.00, 0.00, 0.00, 0.00, 0.00, 0.00, 0.00, 0.00, 0.00, 0.00, 0.02, 0.03, 0.00, 0.00, 0.00, 0.02, 0.00, 0.01, 0.00, 0.00, 0.00, 0.00, 0.00, 0.00, 0.00, 0.00, 0.00, 0.00, 0.00, 0.00, 0.00, 0.00, 0.00, 0.00, 0.00, 0.00, 0.03, 0.13, 0.21, 0.00, 0.01, 0.01, 0.03, 0.05, 0.10, 0.00, 0.01, 0.03, 0.00, 0.00, 0.00, 0.00, 0.00, 0.01, 0.01, 0.01, 0.00, 0.00, 0.00, 0.00, 0.01, 0.00, 0.00, 0.00, 0.01, 0.01, 0.00, 0.00, 0.00, 0.00, 0.00, 0.00, 0.00, 0.00, 0.00, 0.00, 0.00, 0.00, 0.00, 0.00, 0.00, 0.04, 0.01, 0.02, 0.01, 0.01, 0.00, 0.01, 0.00, 0.01]}